#w
Formula: C4H4CuO2
Source: the Open Molecules 2025 dataset
Level of theory: the ωB97M-V functional and the def2-TZVPD basis

Cartesian coordinates (Å):
C: -1.87 -0.13 0.23
C: -0.69 -0.41 0.76
C: 0.50 0.29 0.35
C: 0.92 0.17 -1.07
O: 1.87 1.04 -1.27
O: 0.52 -0.69 -1.83
H: -2.02 0.77 -0.33
H: -2.65 -0.86 0.32
H: -0.59 -1.14 1.54
H: 1.38 -0.15 0.87
Cu: 2.64 1.13 0.43

For the HOMO energy (alpha / beta), the calculation gives -8.580 / -9.351 eV. As for the spin multiplicity: 2.

#x
Formula: C4H4CuO2
Source: the Open Molecules 2025 dataset
Level of theory: the ωB97M-V functional and the def2-TZVPD basis

Cartesian coordinates (Å):
H: -1.24 0.47 1.08
O: -0.61 0.65 2.95
C: 0.19 -0.06 2.33
C: -0.23 -0.21 0.93
C: 0.55 -0.14 -0.15
C: -0.05 0.04 -1.47
O: 0.60 0.24 -2.48
Cu: -0.31 0.14 -4.38
H: 0.61 -0.97 2.79
H: 1.64 -0.03 -0.07
H: -1.15 -0.13 -1.54

For the HOMO energy (alpha / beta), the calculation gives -5.907 / -8.862 eV. As for the spin multiplicity: 2.

Referenced to the most stable arrangement, the calculated values in kcal/mol are #w 0.0; #x 26.9.

#w
Formula: C4H10N
Source: the Open Molecules 2025 dataset
Level of theory: the ωB97M-V functional and the def2-TZVPD basis

Cartesian coordinates (Å):
C: 1.23 0.38 -1.01
C: 0.87 -0.63 0.10
C: 1.14 -0.32 1.62
C: -3.00 0.35 -0.74
N: -1.72 0.21 -0.42
H: 1.36 1.40 -0.64
H: 2.15 0.20 -1.68
H: 0.46 0.43 -1.80
H: 1.18 -1.71 -0.23
H: -0.25 -0.52 0.12
H: 2.03 0.30 1.88
H: 0.20 0.13 2.01
H: -3.37 1.40 -0.76
H: -3.75 -0.45 -0.72
H: 1.47 -1.18 2.27

For the HOMO energy (alpha / beta), the calculation gives -9.696 / -9.920 eV. As for the spin multiplicity: 2.

#x
Formula: C4H10N
Source: the Open Molecules 2025 dataset
Level of theory: the ωB97M-V functional and the def2-TZVPD basis

Cartesian coordinates (Å):
C: 3.27 -0.31 -0.38
N: 2.21 0.50 -0.11
H: 3.11 -1.26 0.12
H: 4.13 -0.17 -1.01
H: 2.20 1.46 -0.41
H: 1.35 0.06 0.15
C: -2.55 0.04 0.94
C: -1.49 0.50 -0.01
C: -0.75 -0.43 -0.65
H: -2.47 -1.03 1.16
H: -2.60 0.54 1.91
H: -3.51 0.07 0.39
H: -1.68 1.53 -0.25
H: -0.28 -0.08 -1.56
H: -0.92 -1.43 -0.29

For the HOMO energy (alpha / beta), the calculation gives -5.863 / -9.857 eV. As for the spin multiplicity: 2.

Referenced to the most stable arrangement, the calculated values in kcal/mol are #w 14.7; #x 0.0.

#w
Formula: C3H8OS
Source: the Open Molecules 2025 dataset
Level of theory: the ωB97M-V functional and the def2-TZVPD basis

Cartesian coordinates (Å):
C: 0.15 -1.74 -0.32
C: -0.28 -0.43 -0.02
C: -0.09 -0.17 1.40
H: -0.19 -2.51 0.31
H: -0.13 -2.20 -1.31
H: 1.26 -1.58 -0.33
H: -1.42 -0.35 0.08
H: 1.55 0.58 -0.95
H: -1.15 -0.60 1.87
H: 1.01 -0.56 1.99
H: -0.29 1.71 0.62
O: -0.47 1.28 1.63
S: 0.28 0.58 -1.35

For the HOMO energy, the calculation gives -9.721 eV. As for the spin multiplicity: 1. Its SMILES is C[C@H](S)CO.

#x
Formula: C3H8OS
Source: the Open Molecules 2025 dataset
Level of theory: the ωB97M-V functional and the def2-TZVPD basis

Cartesian coordinates (Å):
C: -0.73 1.54 0.89
O: 0.07 2.20 1.87
C: 0.31 0.41 0.47
C: -0.50 -0.56 -0.52
S: 0.41 -1.83 -1.47
H: -1.68 1.19 1.31
H: -1.03 2.18 0.05
H: -0.15 2.18 2.84
H: 1.23 0.72 -0.10
H: 0.60 -0.08 1.42
H: -1.15 -0.22 -1.23
H: -1.07 -0.95 0.22
H: 1.69 -1.59 -1.06

For the HOMO energy, the calculation gives -8.931 eV. As for the spin multiplicity: 1. Its SMILES is OCCCS.

Referenced to the most stable arrangement, the calculated values in kcal/mol are #w 30.3; #x 0.0.